No. 1
An isolated ion of composition C8H11FNO2 and charge +1 in a non-equilibrium geometry. Source: the OMol25 dataset; level of theory: ωB97M-V/def2-TZVPD.

Element x y z (Å)
H  -2.11822  1.64525  1.24307
F  0.73827  0.50807  -1.85721
C  0.31426  -0.65046  -1.20051
H  2.03498  -1.83946  1.48114
H  2.07968  1.03354  0.17048
C  0.47177  -0.18582  1.17807
H  0.24786  -0.28514  2.19850
H  -0.77149  1.32835  -1.50104
O  -2.30880  -1.88526  0.00211
C  -2.09666  -0.73119  0.04567
H  2.38848  0.75554  1.76803
C  1.84571  0.35518  0.95951
C  -2.23565  1.54546  0.21103
H  -0.25277  -1.36860  -1.95073
C  1.53519  -1.47429  -0.72559
O  -2.91505  0.30489  -0.07536
N  -0.92077  1.29113  -0.43544
H  -2.65552  2.41244  -0.25413
H  1.21821  -2.53225  -0.67088
H  2.47012  -1.23164  -1.28503
C  -0.45023  0.01506  0.03285
H  -0.28402  2.06541  -0.13951
C  1.66466  -1.07621  0.80496

Computed properties:
SMILES ... O=C1OC[NH2+][C@@]12[C@@H]1C[C@@H]1C[C@@H]2F
Gap between HOMO and LUMO ... 10.9 eV
Total charge ... +1
HOMO level ... -14.3 eV

Mulliken population analysis, charges in e, atoms 1 to 8: H 0.310; F -0.380; C -0.031; H 0.410; H 0.257; C -0.798; H 0.622; H 0.409


No. 2
A 2-piece molecular cluster, C8H11FS overall in a non-equilibrium geometry. Source: the OMol25 dataset; level of theory: ωB97M-V/def2-TZVPD.

Element x y z (Å)
C  -3.20811  -0.96714  0.12540
H  3.07778  -0.70255  1.15175
H  1.04464  -1.63222  -2.11232
F  1.86390  0.52546  -1.12992
S  -1.76172  -1.83478  0.25235
H  -2.17648  2.69486  -0.45415
C  2.05032  -0.51574  1.07154
C  -0.91792  -0.38461  -0.12911
H  -0.30506  2.45027  -0.47690
H  -3.89202  0.98147  -0.33110
C  -3.04750  0.31739  -0.25021
C  1.60966  -0.59816  -0.43455
H  -4.18648  -1.59964  0.02456
H  1.74902  -1.27314  1.77556
H  -1.27635  2.19821  -1.91186
H  1.92282  0.50948  1.49249
H  1.33712  -2.91042  -0.69556
C  1.61215  -1.88597  -1.23693
H  2.72594  -2.01002  -1.50261
C  -1.30907  2.08582  -0.81006
C  -1.66387  0.68110  -0.47796

Computed properties:
Gap between HOMO and LUMO (alpha / beta) ... 7.3 / 7.4 eV
Multiplicity ... 3
HOMO level (alpha / beta) ... -6.5 / -8.7 eV

Mulliken population analysis, charges in e, atoms 1 to 8: C -0.387; H 0.449; H 0.315; F -0.308; S -0.141; H 0.343; C -1.231; C 0.239


No. 3
C8H11KN3O4S as an isolated structure in a non-equilibrium geometry. Source: the OMol25 dataset; level of theory: ωB97M-V/def2-TZVPD.

Element x y z (Å)
H  -1.97759  2.49867  2.73309
H  -1.31732  3.59258  0.78331
H  -1.44781  -5.66956  -3.35471
K  -0.23183  -0.40164  -0.89298
O  3.47177  0.12549  0.43350
N  -2.55288  0.12855  0.82347
C  -2.53878  0.75165  1.77576
H  0.51377  1.96401  1.97615
H  -0.65567  -4.45948  -4.35734
H  2.19083  1.16418  0.29225
C  -0.06936  3.16716  -1.05229
C  -0.70227  -4.87699  -3.34821
H  -3.44863  1.71957  3.38135
H  0.27711  -5.29192  -3.12430
O  1.51080  -1.22142  0.87218
N  -1.31368  -3.06772  -1.61530
C  0.44815  2.32617  0.96329
H  1.76805  2.24108  -1.96602
C  -2.45097  1.54860  2.98874
N  1.37725  1.91952  0.06826
C  -1.05826  -3.85987  -2.40205
C  -0.47044  3.11499  0.30939
S  3.00839  -1.17144  1.07680
H  -1.81613  1.05224  3.71654
C  1.08106  2.40949  -1.15219
O  3.30756  -1.14121  2.51854
O  3.64161  -2.30922  0.38168
H  -0.54471  3.74654  -1.82891

Computed properties:
Energy above the lowest of the compared OMol25 structures with the same formula, charge and spin ... 0.0 kcal/mol
Gap between HOMO and LUMO ... 5.3 eV
Total charge ... -1
HOMO level ... -3.4 eV

Mulliken population analysis, charges in e, atoms 1 to 8: H 0.229; H 0.354; H 0.270; K 0.889; O -0.896; N -0.506; C 0.493; H 0.421